1.
A 3-piece molecular cluster, C3H7O2 overall in a non-equilibrium geometry. Source: OMol25; level of theory: ωB97M-V/def2-TZVPD.

Properties
energy relative to the best compared isomer or geometry (same formula, charge and spin)	359.17	kJ/mol
molar mass	75.09	g/mol
multiplicity	1
total charge	-1
highest occupied orbital energy	-2.2	eV
gap between HOMO and LUMO	6.3	eV
largest force on an atom	1.472	eV/Å

XYZ file:
```
12
Properties=species:S:1:pos:R:3:lowdin_charge:R:1
C -0.58496 1.73023 -0.72766 -0.183
O -0.60486 2.76770 -0.12310 -0.040
H -1.41952 1.01426 -0.85479 0.070
H 0.25582 1.27400 -1.27431 0.054
H -0.69365 -1.57961 -3.68825 0.004
C 0.26491 -1.48421 1.81471 -0.135
C 0.57046 -1.71992 0.49582 -0.552
O 0.60978 -0.85862 -0.44311 -0.231
H 0.63709 -2.12713 2.60854 -0.033
H -0.47933 -0.79129 2.20245 -0.014
H 0.71066 -2.78728 0.21463 0.061
H -0.77119 -1.52515 -4.40470 -0.002
```

***

2.
C14H22CoF3GeNO4S2 as an isolated structure. Source: OMol25; level of theory: ωB97M-V/def2-TZVPD.

Properties
energy relative to the best compared isomer or geometry (same formula, charge and spin)	53.96	kJ/mol
molar mass	521.00	g/mol
multiplicity	2
total charge	0
highest occupied orbital energy (alpha / beta)	-8.7 / -8.6	eV
gap between HOMO and LUMO (alpha / beta)	8.3 / 8.5	eV
largest force on an atom	0.996	eV/Å

XYZ file:
```
48
Properties=species:S:1:pos:R:3:lowdin_charge:R:1
Co -1.37506 0.11560 -2.39724 0.411
F -6.15854 -0.39759 -2.60299 0.146
C -6.08219 0.90725 -2.89933 -0.605
F -7.12936 1.19726 -3.69134 0.135
F -6.24742 1.59046 -1.75757 0.141
C -4.78051 1.24610 -3.57120 -0.106
C -4.73905 1.69779 -4.86900 0.019
C -3.51618 1.94086 -5.49917 -0.036
C -2.36148 1.71437 -4.78874 -0.083
N -2.39701 1.35678 -3.49756 -0.057
C -3.56779 1.09892 -2.87808 -0.637
S -3.25818 0.50069 -1.28130 0.756
H -5.66547 1.84154 -5.40869 0.128
H -3.47036 2.27362 -6.52473 0.109
H -1.37538 1.82474 -5.21956 0.128
O 1.58949 -2.22037 -2.48155 -0.242
S 0.50183 -1.30899 -2.43706 0.369
O 0.82589 -0.04568 -1.51265 -0.465
O -0.76790 -1.77398 -1.82270 -0.336
O 0.08394 -0.60220 -3.67720 -0.316
C 3.01778 1.68129 4.30401 -0.109
C 2.70676 1.59359 2.81754 -0.287
C 1.21198 1.48962 2.54545 -0.289
C 0.85188 1.31389 1.06936 -0.288
Ge 1.54871 -0.28383 0.21616 0.947
C 0.87644 -1.96082 0.91924 -0.285
C 1.46600 -2.32003 2.29056 -0.284
C 2.97771 -2.50958 2.30811 -0.289
C 3.47328 -2.97613 3.66899 -0.110
H 4.08585 1.79508 4.49053 0.071
H 2.68518 0.78176 4.82721 0.069
H 2.50710 2.53123 4.76154 0.074
H 3.23438 0.73465 2.38761 0.076
H 3.10882 2.46773 2.29538 0.114
H 0.72145 2.38986 2.92925 0.113
H 0.79543 0.66705 3.13494 0.097
H 1.20124 2.17064 0.48601 0.078
H -0.23427 1.28561 0.94456 0.072
H 3.04910 -0.25293 -0.08354 0.012
H 1.08475 -2.75744 0.20364 0.071
H -0.21011 -1.87238 0.97502 0.080
H 1.00296 -3.25055 2.63490 0.114
H 1.18611 -1.57039 3.03782 0.094
H 3.49132 -1.58062 2.04003 0.074
H 3.26009 -3.22941 1.53349 0.117
H 3.21814 -2.25419 4.44836 0.068
H 4.55499 -3.11176 3.68527 0.071
H 3.01767 -3.92913 3.94625 0.074
```

***

3.
Mg4MnN14O42 as an isolated structure in a non-equilibrium geometry. Source: OMol25; level of theory: ωB97M-V/def2-TZVPD.

Properties
molar mass	1020.21	g/mol
multiplicity	6
total charge	-4
highest occupied orbital energy (alpha / beta)	0.0 / 0.0	eV
gap between HOMO and LUMO (alpha / beta)	6.2 / 6.1	eV
largest force on an atom	7.149	eV/Å

XYZ file:
```
61
Properties=species:S:1:pos:R:3:lowdin_charge:R:1
Mn -0.69050 13.39049 9.21818 1.057
Mg -2.29927 17.85189 6.36543 0.787
Mg -7.13921 20.33488 7.21437 0.955
Mg 1.06124 20.29222 2.53746 0.887
Mg 4.07964 22.37670 3.53895 0.822
N 0.16033 20.85894 0.11639 -0.543
O -0.28188 20.93598 -1.03842 0.047
O -0.13995 19.88924 0.90963 -0.105
O 0.98382 21.51566 0.69052 -0.003
N 4.27949 19.90546 1.99282 -0.545
O 5.18464 20.56535 2.48785 -0.001
O 3.18543 20.29220 2.51124 -0.126
O 4.33816 18.98608 1.25128 0.104
N 1.32153 22.53481 4.65468 -0.488
O 0.54917 23.23742 5.26673 0.098
O 2.53522 22.41171 4.98524 -0.046
O 0.86703 21.97456 3.59132 -0.091
N -7.90281 22.54000 9.04456 -0.542
O -7.35924 23.37640 8.35519 0.031
O -8.39143 22.74708 10.16683 0.011
O -8.06044 21.32153 8.56607 -0.151
N -12.84516 16.74866 9.12950 -0.737
O -12.11866 15.89159 9.48680 -0.037
O -12.67642 17.86828 9.68676 -0.151
O -13.79912 16.76579 8.41165 -0.075
N -0.54159 19.06029 5.11596 -0.485
O -1.73637 19.00102 4.75315 0.011
O -0.20475 18.88154 6.32171 0.047
O 0.25244 19.43911 4.24551 -0.016
N -1.35968 15.71464 8.59469 -0.494
O -1.47434 15.49691 9.86009 -0.008
O -0.92017 14.86651 7.87898 -0.009
O -1.70357 16.83203 8.13463 -0.007
N -1.99531 11.19575 8.76837 -0.547
O -2.47840 10.08088 8.83669 0.072
O -2.37154 12.16163 9.54425 -0.114
O -1.05274 11.59891 8.10162 -0.053
N -2.87899 15.82619 5.00324 -0.496
O -1.69426 16.11708 5.31101 -0.045
O -3.81163 16.68445 5.56861 -0.124
O -3.24569 14.97828 4.29051 0.127
N -4.58365 19.35113 7.53485 -0.495
O -5.17607 20.30339 8.24635 -0.075
O -3.37400 19.38277 7.47887 0.038
O -5.37438 18.62425 6.93833 0.034
N 3.07891 24.13640 1.91675 -0.539
O 3.63423 23.04434 1.45484 -0.073
O 3.18759 24.32311 3.15547 -0.052
O 2.57834 24.94943 1.19367 0.069
N 1.85777 13.65991 10.46924 -0.572
O 2.90808 13.86142 11.03406 0.045
O 1.47655 14.19582 9.36822 -0.092
O 0.98314 12.89359 10.95351 -0.084
N 6.44229 21.99804 4.64053 -0.565
O 7.50269 21.82693 5.08058 0.088
O 6.11086 22.95352 3.78227 -0.105
O 5.48366 21.23658 4.90995 -0.050
N -7.63875 20.02714 4.70315 -0.561
O -8.01271 19.86846 3.58755 0.096
O -7.11580 21.00955 5.22201 -0.033
O -7.90030 19.07516 5.57420 -0.094
```

***

4.
A 2-piece molecular cluster, C4H2Cl2NO2 overall in a non-equilibrium geometry. Source: OMol25; level of theory: ωB97M-V/def2-TZVPD.

Properties
energy relative to the best compared isomer or geometry (same formula, charge and spin)	126.91	kJ/mol
molar mass	166.97	g/mol
multiplicity	1
total charge	-1
highest occupied orbital energy (alpha / beta)	-5.0 / -4.1	eV
gap between HOMO and LUMO (alpha / beta)	8.3 / 5.7	eV
largest force on an atom	3.567	eV/Å

XYZ file:
```
11
Properties=species:S:1:pos:R:3:lowdin_charge:R:1
C -1.07729 -0.11066 -2.54598 -0.357
C 0.28653 0.52552 2.08835 -0.918
C -0.56372 0.68262 -1.62441 0.080
C 0.76851 -0.65264 1.15145 -1.107
N -1.29274 -0.85122 -3.38250 0.144
O 1.26285 1.01561 2.62011 -0.074
O -0.90068 0.68558 2.09094 -0.042
Cl -0.23976 -2.00355 1.09317 0.596
Cl 2.44245 -0.95537 1.12838 0.587
H -0.99813 0.59422 -0.67056 0.047
H 0.31197 1.06989 -1.94893 0.045
```

***

5.
A 2-piece molecular cluster, C5H5BrFN overall in a non-equilibrium geometry. Source: OMol25; level of theory: ωB97M-V/def2-TZVPD.

Properties
energy relative to the best compared isomer or geometry (same formula, charge and spin)	0.00	kJ/mol
molar mass	178.00	g/mol
SMILES	Fc1ccccn1.Br
multiplicity	1
total charge	0
highest occupied orbital energy	-10.0	eV
gap between HOMO and LUMO	10.7	eV
largest force on an atom	4.304	eV/Å

XYZ file:
```
13
Properties=species:S:1:pos:R:3:lowdin_charge:R:1
F -0.60544 1.01151 2.08755 0.080
C -0.14532 0.21265 1.11625 -0.340
C 0.54292 -0.91352 1.33343 -0.016
C 0.78485 -1.66738 0.22971 -0.060
C 0.44165 -1.23425 -1.04496 -0.072
C -0.09297 -0.00490 -1.17460 -0.144
N -0.34837 0.75456 -0.10553 0.125
H 0.93280 -1.28664 2.25843 0.121
H 0.99893 -2.68433 0.34327 0.099
H 0.70256 -1.85197 -1.83328 0.084
H -0.33268 0.43514 -2.17345 0.125
Br -1.48527 3.86250 -1.19025 0.284
H -1.39366 3.36662 0.15343 -0.287
```

***

6.
C5H7NO as an isolated structure in a non-equilibrium geometry. Source: OMol25; level of theory: ωB97M-V/def2-TZVPD.

Properties
energy relative to the best compared isomer or geometry (same formula, charge and spin)	529.95	kJ/mol
molar mass	97.12	g/mol
multiplicity	1
total charge	0
highest occupied orbital energy (alpha / beta)	-10.2 / -10.2	eV
gap between HOMO and LUMO (alpha / beta)	9.4 / 9.4	eV
largest force on an atom	8.264	eV/Å

XYZ file:
```
14
Properties=species:S:1:pos:R:3:lowdin_charge:R:1
C 0.96368 1.54357 0.29287 0.004
C -0.76367 0.84990 0.01961 -0.074
C -0.48249 -0.50194 -0.18800 -0.276
C 0.57782 -1.50027 -0.27338 -0.272
O 0.50506 -1.40232 1.10867 -0.032
C -1.65527 -1.23408 -0.19849 -0.196
N -2.55818 -1.97120 -0.30814 0.202
H 1.32667 0.99965 1.17267 0.060
H 0.61345 2.56796 0.33393 0.037
H 1.51403 1.50753 -0.64580 0.048
H -1.17719 1.26991 0.94078 0.124
H -0.97035 1.46503 -0.85724 0.119
H 0.58890 -2.53687 -0.63339 0.134
H 1.50206 -1.11557 -0.77149 0.121
```